This record from OMol25 describes C6H12O in the gas phase. The level of theory is the ωB97M-V functional and the def2-TZVPD basis.

Output
Strongest force on any atom = 0.01055 hartree/bohr
HOMO-LUMO gap = 10.87 eV
SMILES string = CC[C@H]1CCCO1
Highest occupied orbital energy = -9.71 eV

```
! RIJCOSX wB97M-V def2-TZVPD def2/J DEFGRID3
* xyz 0 1
C -0.1873 0.9646 2.3989
C 0.0814 1.2051 0.8969
C -0.5911 0.0350 0.0989
C -0.8902 -0.1853 -1.4610
C 0.2489 -1.1208 -1.9453
C 1.1570 -1.0157 -0.7377
O 0.2620 -1.0832 0.3589
H -1.2554 1.0464 2.6330
H 0.1402 -0.0373 2.6996
H 0.3369 1.6848 3.0398
H -0.2519 2.2131 0.6270
H 1.1719 1.1842 0.7603
H -1.5507 -0.1162 0.5986
H -1.8377 -0.7354 -1.4877
H -1.0224 0.6733 -2.1282
H 0.7420 -0.7971 -2.8681
H -0.0878 -2.1546 -2.0881
H 1.9454 -1.7573 -0.6193
H 1.5886 -0.0037 -0.7766
*
```

Here are the Mulliken charges for atoms 1 to 8, given in e:
1. C -1.20
2. C -0.21
3. C -0.18
4. C -0.59
5. C -0.58
6. C -0.46
7. O -0.44
8. H 0.31

---

This record from OMol25 describes C7H12O2 in the gas phase at a distorted geometry. The level of theory is the ωB97M-V functional and the def2-TZVPD basis.

Output
Strongest force on any atom = 0.04964 hartree/bohr
HOMO-LUMO gap = 8.08 eV
SMILES string = C/C(=C/O)[C@@]1(O)C[C@H]1C
Highest occupied orbital energy = -7.28 eV

```
! RIJCOSX wB97M-V def2-TZVPD def2/J DEFGRID3
* xyz 0 1
C 0.2252 0.6062 0.6409
C -1.2104 -0.3227 0.8780
C -1.1639 1.0923 0.3720
C -2.2148 -1.2400 0.2755
C 2.5933 0.2096 -0.1011
C 1.1062 0.1257 -0.4126
C 0.7724 -0.6035 -1.5147
O 0.7603 1.1512 1.8395
O -0.3340 -0.5475 -2.2995
H 1.4323 1.8267 1.6643
H -0.9279 0.1368 -1.9611
H -0.9897 -0.6855 1.8761
H -1.5531 1.8270 1.0772
H -1.4686 1.3375 -0.6462
H 1.5241 -1.1758 -2.0529
H -2.6805 -0.8561 -0.6371
H -1.7851 -2.2237 0.0726
H -3.0393 -1.3764 0.9896
H 2.9101 1.2579 -0.0542
H 2.8373 -0.2593 0.8575
H 3.2062 -0.2805 -0.8637
*
```

Here are the Mulliken charges for atoms 1 to 8, given in e:
1. C 0.86
2. C 0.14
3. C -1.27
4. C -1.29
5. C -1.70
6. C 1.13
7. C -0.64
8. O -0.57

---

Quick rundown of energy relative to the best compared isomer or geometry (same formula, charge and spin), same order as above: 1.119; 3.556 eV
Quick rundown of E, same order as above: -8463.23525; -11544.84775 eV